No. 1
90
Properties=species:S:1:pos:R:3:forces:R:3:mulliken_charge:R:1 method="wB97M-V/def2-TZVPD" homo_lumo_gap_ev=7.44 e_above_lowest_kcal_mol=0.0 total_charge=+1 multiplicity=1 lumo_energy_ev=-4.269
O 1.53043 1.43810 -10.43625 0.000 0.021 -0.019 -0.5177
C 9.04901 4.46602 -3.43643 -0.011 0.007 -0.007 0.3120
C 0.46906 -3.22946 0.54962 0.051 -0.288 -0.170 -0.6001
C -6.62405 -5.15566 2.42070 -0.012 0.012 -0.003 0.3859
H 0.59163 -3.98171 3.56549 -0.250 -0.072 0.130 0.1193
H 0.96505 -2.01429 -2.82834 -0.031 0.026 -0.068 0.5687
H 3.00893 -2.33970 -4.20925 -0.002 0.018 -0.051 0.3850
C 1.45183 -3.34350 1.68846 -0.165 -0.039 0.420 -0.7647
C 8.11894 5.34728 -4.18894 -0.026 -0.001 -0.003 -0.3776
C -1.46336 4.83336 3.89372 0.007 0.013 -0.013 0.3337
C 2.82483 -1.43270 -3.65103 0.036 -0.053 0.095 -0.5686
C 7.14091 3.13278 -2.65489 -0.012 0.006 -0.015 -0.2651
H -3.11891 7.85778 4.10959 -0.026 -0.002 0.015 0.4196
C -2.46241 4.00109 4.60546 -0.069 0.075 -0.065 -0.1473
H 9.14950 2.71075 -2.12771 0.025 0.016 -0.010 0.4140
C 3.85414 -0.36279 -3.76261 -0.038 0.033 -0.012 0.4047
H -4.32970 3.93759 5.60768 -0.017 0.026 0.006 0.4476
O 5.01349 3.82655 -3.39973 0.036 -0.099 0.058 -0.5918
H 0.13744 0.59663 -6.28147 -0.001 -0.023 0.005 0.4205
C -3.58674 4.52607 5.08392 0.017 -0.025 -0.001 -0.3253
H 0.12627 -1.32460 -0.19332 -0.170 0.433 -0.231 -0.0709
P -1.98612 -0.32551 5.48020 -0.088 -0.538 1.074 0.9505
C -2.88026 6.80705 4.21268 0.025 -0.020 -0.012 -0.3949
H -0.90442 -0.37112 1.84705 0.080 0.211 -0.296 0.7318
C 3.61787 0.90200 -3.01724 0.047 -0.044 -0.001 -0.2650
C 1.43513 -0.94804 -7.13229 0.024 -0.023 -0.024 0.5484
O 0.50883 0.15846 -1.47585 0.024 -0.458 0.439 -0.8257
C -2.36172 -3.45526 4.10044 -0.202 0.044 0.076 -0.1631
N -0.26293 -1.90625 0.56044 0.341 -0.049 -0.298 0.2015
C 6.21554 4.01451 -3.40744 0.021 0.077 -0.041 0.6089
C -3.88584 5.97418 4.92458 0.014 0.020 0.000 0.2607
C 0.69597 0.33624 -7.17200 -0.008 0.008 -0.006 -0.3298
C 2.52578 1.06664 -2.27459 -0.082 0.037 -0.016 -0.7092
H 2.79877 -0.82160 -10.30328 -0.007 0.024 -0.014 0.4116
O -3.44832 -3.19786 4.47988 -0.136 0.054 0.053 -0.4414
P -0.09536 -0.92952 4.53126 0.677 0.687 -0.478 -0.2447
O 4.84325 -0.51889 -4.43919 0.019 -0.014 0.004 -0.5409
C -8.00936 -5.21413 1.89221 -0.018 -0.009 0.006 -0.3889
C -7.23715 -3.24129 3.82658 0.012 -0.001 -0.003 -0.3693
H 0.19400 2.05669 -8.30323 0.010 0.007 -0.031 0.4173
H 1.63042 -2.60040 3.68117 0.143 -0.086 0.041 0.6506
H 0.36136 -1.84414 5.48755 -0.414 -0.254 0.135 0.1446
O -4.90837 6.45442 5.35585 -0.017 0.001 0.002 -0.5169
C -6.31235 -4.10699 3.42189 -0.076 -0.018 -0.034 -0.2530
H -1.01280 6.86471 3.21154 0.017 -0.016 0.002 0.4162
C -1.74120 -2.73728 2.91987 0.462 0.231 -0.104 -0.9833
O -3.11786 -0.03308 4.40986 0.089 -0.262 -0.477 -0.4564
H -2.47861 -1.97378 2.66953 -0.100 0.055 0.043 0.5059
H 4.37094 1.67492 -3.11482 -0.063 0.040 -0.027 0.5664
H -2.80590 0.41749 3.61470 -0.171 0.283 0.108 0.3063
C 8.45394 3.34016 -2.66778 -0.022 -0.019 0.013 -0.4080
H 6.68910 2.31973 -2.10039 -0.009 0.003 0.001 0.3972
H -2.21641 2.95409 4.71167 -0.002 0.039 0.047 0.4853
H 0.97894 -3.31897 -0.40580 -0.024 0.119 -0.103 0.4305
C -8.62483 -3.29458 3.29685 0.007 -0.012 0.005 0.3120
C 1.73632 -1.25649 -2.90800 0.018 -0.020 0.161 -0.2181
H -0.80447 1.22294 6.39395 -0.100 0.206 0.203 0.3193
H -0.26689 -4.02777 0.58084 -0.142 0.028 0.114 0.3640
O -1.67772 1.15628 5.98412 0.401 -0.016 -0.311 -0.4164
O -2.33660 -1.26897 6.53605 -0.185 0.015 -0.187 -0.6318
C -0.14696 -1.15066 1.84438 -0.340 -0.110 0.702 -2.0307
C -1.75736 6.27791 3.73405 0.000 0.010 0.011 -0.3803
O -5.76844 -5.92948 2.04165 0.039 0.027 -0.048 -0.5666
H -1.24087 -2.05121 0.31902 -0.055 0.013 0.017 0.4613
H 2.74153 -2.27746 -8.27819 -0.009 -0.006 0.022 0.4153
H -8.21302 -5.98953 1.16470 0.019 -0.014 0.009 0.4212
H -7.03029 -2.46670 4.55463 -0.025 -0.002 0.007 0.4817
H -9.95351 -4.37160 1.92695 -0.011 0.021 0.020 0.4171
H 2.32516 -2.71657 1.52283 0.018 0.098 -0.159 0.3441
H 6.10910 5.76569 -4.71345 -0.021 -0.015 0.008 0.4137
O 10.24310 4.65414 -3.44558 0.023 0.000 0.002 -0.5159
C 2.24094 -0.55998 -9.41343 0.004 -0.016 0.018 -0.3834
C 1.50181 0.72890 -9.45791 0.002 -0.017 0.008 0.3162
H -1.72607 -3.43462 2.07970 -0.023 -0.285 0.091 0.5024
O -9.46731 -2.50643 3.66231 -0.012 0.021 -0.011 -0.5236
C 1.51213 -0.00121 -2.16488 0.095 0.119 -0.194 0.6754
C 0.84266 -3.05246 3.07815 0.328 0.247 -0.126 -1.1336
C 6.80569 5.13716 -4.17379 0.015 0.015 -0.002 -0.3943
O 1.40893 -1.65724 -6.14353 -0.038 0.034 -0.028 -0.5479
H -5.29880 -4.08925 3.79426 -0.063 -0.034 0.028 0.5427
O -0.44290 4.33998 3.45590 -0.002 -0.039 -0.034 -0.5642
H 2.32962 1.97918 -1.72572 -0.014 0.000 -0.009 0.4869
C 2.20991 -1.33623 -8.33383 0.007 0.004 -0.015 -0.3682
Br -1.40126 -4.89025 4.95162 0.151 -0.056 -0.035 -0.1323
H 0.84001 -0.70452 1.89949 0.057 0.139 -0.184 0.5239
C -8.93698 -4.35137 2.29837 0.027 -0.017 -0.009 -0.3997
H 1.79803 -4.37420 1.68731 0.190 -0.026 -0.082 0.4036
C -0.34960 -2.06500 3.06264 -0.292 -0.512 -0.170 2.0476
H 8.57253 6.15964 -4.74186 0.027 -0.006 0.007 0.4057
C 0.72525 1.11513 -8.24932 -0.003 -0.005 0.030 -0.3720

No. 2
82
Properties=species:S:1:pos:R:3:forces:R:3:mulliken_charge:R:1 method="wB97M-V/def2-TZVPD" homo_lumo_gap_ev=8.29 e_above_lowest_kcal_mol=9.4 multiplicity=1 lumo_energy_ev=-0.146
H -2.04833 -3.57857 3.11802 0.002 0.000 0.001 0.4122
H 7.58316 0.27705 3.49465 0.000 0.000 -0.001 0.3700
C 4.53014 1.17473 4.64584 0.016 0.003 -0.003 -0.6633
O 1.18586 -0.15978 -1.48335 -0.102 0.066 0.046 -0.5573
H 0.29445 -2.08770 -2.83713 -0.001 -0.004 0.012 0.6888
H -3.13808 -6.46574 0.15839 -0.002 0.001 -0.004 0.4036
C -4.00576 -0.87052 4.79895 -0.010 -0.009 -0.005 -0.9400
C -0.05678 1.33826 -2.88263 0.027 -0.061 0.015 -0.4183
C -2.56298 -5.13224 1.73590 -0.001 -0.006 0.001 -0.8626
H 2.87209 5.19216 -1.81638 0.002 0.002 0.001 0.4045
H -0.24449 -1.98525 1.69290 0.010 -0.048 -0.110 0.3237
C -0.98626 3.09886 -1.72078 -0.020 0.002 -0.047 0.1176
C 6.51264 0.43650 3.50753 0.008 0.006 0.011 -0.5400
O -0.44455 3.26040 0.59382 -0.169 -0.103 -0.011 -0.4595
H -4.47477 -1.52884 2.80779 -0.005 0.001 0.005 0.4747
H -3.25299 -0.16745 6.68538 0.001 0.001 0.000 0.4053
H -2.78259 -2.30516 -3.27647 -0.003 -0.007 -0.001 0.2926
C -2.33998 -3.81086 2.10014 -0.027 0.006 -0.024 -0.1939
H 3.83134 1.03217 -2.08673 -0.013 0.015 -0.013 0.2781
C 0.67071 -0.01023 -2.72444 -0.009 -0.090 0.030 1.0664
H -1.01252 -1.15726 -2.13573 -0.013 -0.032 -0.011 -0.7798
C -1.32398 2.99807 -4.05564 0.018 -0.030 -0.010 -0.7427
H -3.05808 -2.30492 -0.83730 -0.001 -0.002 -0.004 0.3818
C 2.79959 2.81987 0.59747 0.051 -0.027 0.036 -0.0617
O -4.02186 -0.43613 0.45769 -0.028 0.060 0.051 -0.6785
C -1.72169 -0.25619 5.18710 0.000 0.005 0.014 -1.0037
H -1.56955 -3.41196 -3.93102 -0.006 -0.009 -0.001 0.3488
C -2.90458 -3.09801 -0.11912 0.019 -0.002 -0.016 -0.1789
O -2.04207 4.59491 -0.22787 0.031 0.102 0.002 -0.4705
C -0.31175 -1.18548 -2.97814 0.011 0.073 0.014 -0.4224
H -2.70592 -2.60177 -5.01714 -0.001 -0.017 0.003 0.4642
C 3.52717 1.88508 -1.49717 -0.010 0.005 -0.014 -0.4734
H -0.40301 -0.44180 3.51001 0.002 0.004 0.007 0.5414
O 1.69803 0.03687 -3.73271 0.033 -0.045 0.005 -0.6716
C -1.41811 -0.56593 3.86578 -0.026 -0.025 -0.021 -0.4009
C -2.11361 -1.36415 1.55016 -0.099 0.033 -0.021 2.9681
H -2.43323 -5.92094 2.46600 0.000 0.001 0.001 0.3911
C -0.24898 -1.54428 -5.50902 -0.029 0.025 0.039 -1.6839
C -2.84037 -0.25850 0.70156 0.064 -0.062 0.003 -0.0853
C 3.76882 0.83483 3.53598 -0.024 -0.026 0.013 -0.0355
C 4.37586 0.30388 2.40171 -0.120 -0.011 -0.080 0.1747
H -0.35558 1.33601 -5.01328 0.009 -0.006 0.006 0.6163
H -5.02078 -0.98661 5.15672 0.000 0.000 -0.001 0.3966
H 6.23121 -0.31645 1.51918 0.013 0.000 0.009 0.3794
C -1.11921 3.64626 -0.33916 -0.002 -0.026 0.025 -0.1118
C 5.75242 0.10020 2.39639 -0.015 0.022 -0.038 -0.4457
C -2.95831 -5.43692 0.44296 0.004 -0.005 0.011 -0.4190
H -2.09391 4.85877 0.70305 0.021 -0.032 0.014 0.3990
N -0.24477 1.99497 -1.75375 -0.162 -0.051 0.010 1.0812
H 0.44935 -0.72666 -5.67731 0.009 -0.012 -0.013 0.3300
H -0.87223 -1.66845 -6.39727 0.001 -0.010 -0.003 0.4018
C -2.10457 -2.47621 -4.11470 0.011 0.043 -0.003 -1.5550
C -3.12810 -4.41595 -0.48294 -0.002 -0.005 0.003 -0.9754
H -3.44028 -4.64761 -1.49345 0.000 0.010 -0.003 0.4089
C -2.50853 -2.78253 1.17701 0.022 -0.001 -0.003 -0.3394
H -0.94220 0.10421 5.84671 0.001 0.000 -0.003 0.4331
H 4.05001 1.58945 5.52288 -0.004 0.000 -0.001 0.3856
H -1.73717 3.39700 -4.97288 -0.003 0.003 0.001 0.4618
C 2.68223 4.06928 -0.00024 0.024 0.020 -0.030 -0.6813
H -2.19761 4.51891 -2.77518 0.005 0.004 -0.012 0.5906
H 2.32955 -0.63835 -3.45738 -0.014 -0.023 -0.013 0.5272
H 2.69485 0.97725 3.55952 0.002 -0.001 0.009 0.2421
H 3.61755 3.24159 -3.14616 0.005 -0.005 -0.002 0.4006
Te 3.23386 -0.21840 0.68756 0.136 0.016 0.007 0.3814
H 0.34278 -2.45570 -5.38477 0.010 -0.001 -0.019 0.3691
C -3.70426 -1.18324 3.48515 -0.009 0.010 -0.011 -0.0790
O -2.11115 0.74231 0.40185 0.168 -0.084 -0.050 -0.7496
H 2.34751 4.91427 0.58764 -0.003 -0.001 0.001 0.4306
O -0.69499 -1.24315 1.27273 0.053 0.158 0.173 -0.2687
C -1.11650 -1.31904 -4.27237 -0.002 -0.025 0.006 1.3260
C 2.97479 4.22253 -1.34601 -0.009 0.008 0.020 -0.5649
H -1.71265 -0.41182 -4.41630 0.007 0.006 -0.008 0.1666
C -3.01468 -0.40816 5.65744 0.009 0.002 -0.004 -0.3629
C -2.40327 -1.03680 3.00725 0.081 0.014 0.013 -1.0373
C -0.56248 1.84532 -4.08330 0.041 0.114 -0.003 -1.0324
C 3.39768 3.12900 -2.09239 0.001 -0.007 0.005 -0.5858
H 6.49739 1.23822 5.49692 0.001 0.000 0.000 0.3712
C 5.90314 0.97628 4.63119 -0.003 -0.002 -0.001 -0.4121
C 3.22481 1.72775 -0.14906 -0.067 0.028 0.016 0.3217
H 2.56703 2.70756 1.65112 -0.005 0.012 -0.003 0.3841
C -1.57734 3.63760 -2.84244 0.087 0.029 0.007 -0.6594
Ca 0.14142 0.76335 0.26305 0.007 0.002 -0.018 1.2906

No. 3
83
Properties=species:S:1:pos:R:3:forces:R:3:mulliken_charge:R:1 method="wB97M-V/def2-TZVPD" s2=2.10 homo_lumo_gap_ev="6.39 / 6.62" total_charge=+1 multiplicity=3 lumo_energy_ev="-4.650 / -4.137"
H 3.61985 3.45049 -0.16274 0.044 -0.047 0.016 0.4185
C 4.89598 0.69618 -0.05818 0.008 -0.028 -0.015 -0.8627
C -0.91306 -3.20997 -4.65965 -0.007 -0.025 -0.015 -0.5562
C -4.54529 0.20805 -1.88261 0.014 0.001 0.037 -0.3642
C 2.29497 -1.85666 -0.26042 -0.086 -0.056 -0.009 0.3601
S -4.43472 0.89123 1.95628 0.042 0.000 -0.022 1.1190
O -4.40339 -0.22098 2.84835 -0.004 -0.023 0.002 -0.5810
C -0.56274 -1.15164 -3.46270 0.014 0.006 -0.013 -0.0825
N -2.89256 1.09003 1.28769 0.031 0.026 0.000 -0.5339
C -2.13337 -2.09672 0.13864 0.031 -0.011 -0.098 -0.5661
H -2.39764 -1.72413 -0.84609 0.006 0.022 0.005 0.6250
H 0.37947 -3.81462 -1.60110 0.005 0.001 0.003 0.4000
C -1.46288 -3.18814 2.58892 0.022 -0.009 0.014 -0.9055
C 1.47066 5.82517 -0.65475 -0.080 0.058 -0.016 -0.6242
H 2.30264 -1.59524 1.88377 0.058 -0.003 -0.039 0.0516
C -3.10259 -2.72694 0.90033 -0.052 -0.003 0.052 -0.7437
C -2.77082 -3.26162 2.13692 -0.034 -0.001 0.002 -0.7542
C 2.84684 -1.95236 1.01712 -0.041 0.048 0.068 0.3238
N 0.42625 1.87556 1.84613 -0.023 0.010 0.038 0.4197
H -1.52403 2.68818 1.91391 -0.053 -0.009 -0.023 -0.1065
H -0.38265 4.64137 -0.60713 -0.007 0.019 -0.004 0.4904
C 3.05355 -2.29674 -1.34417 -0.051 0.016 -0.038 0.0042
Cl 1.10051 1.67539 -2.59297 0.046 0.081 -0.262 -0.3438
C 5.17131 1.02856 1.26279 0.013 -0.028 0.002 -0.9061
C -0.52823 2.93668 2.25776 0.048 0.016 0.059 -0.8421
C 1.77135 2.22376 2.39029 0.052 -0.064 -0.014 -1.5685
H 0.52723 -2.53694 2.18558 -0.108 -0.015 -0.010 0.2264
C 2.85176 1.56626 1.58428 -0.060 0.054 -0.027 0.9389
H -0.54270 3.00559 3.34880 0.016 0.007 0.005 0.4868
C -0.98686 -1.82815 -4.59956 -0.012 0.009 -0.013 -0.8788
N 1.49146 3.62524 -0.28940 0.351 0.147 -0.094 0.4042
C -5.19609 0.45966 0.41849 -0.009 0.010 -0.019 -0.0614
C -2.92369 0.90580 0.02953 -0.005 -0.105 -0.024 0.6642
C 0.00472 -3.23954 -2.44203 0.044 -0.026 0.055 -0.3465
C 4.85318 -2.91973 0.11994 0.014 -0.004 0.017 -0.5629
H -6.13353 -0.40723 -3.17863 -0.002 -0.001 -0.010 0.4372
H -1.24216 -3.73477 -5.54682 0.000 -0.005 -0.002 0.3996
C 4.11162 -2.48186 1.20914 0.023 0.001 0.001 -1.2964
H -7.83065 -0.49754 -1.40871 -0.005 -0.003 -0.001 0.4326
C -0.49378 -2.55582 1.82154 0.037 -0.008 0.038 0.4033
H 4.52145 -2.54919 2.20847 0.005 -0.003 0.010 0.4378
C 2.55038 1.20301 0.26894 0.001 -0.046 0.140 1.3456
C -0.82111 -1.98010 0.59600 0.079 -0.019 -0.010 0.3505
H 2.65286 -2.22842 -2.34852 -0.012 -0.001 -0.018 0.4055
H -0.20631 3.89373 1.85165 0.006 -0.014 -0.001 0.4240
H -1.37358 -1.26897 -5.44195 0.002 0.007 -0.001 0.4548
H 0.80236 -0.14850 2.29121 -0.051 0.086 0.006 0.0786
C 0.68827 4.72755 -0.53153 -0.118 -0.025 0.016 -0.5470
H -3.52876 -3.74198 2.74093 0.002 -0.004 0.002 0.4180
H 4.89573 -3.16299 -2.01045 0.003 -0.007 -0.009 0.4394
C -5.85661 -0.15693 -2.16388 -0.012 -0.007 -0.006 -0.8142
C -0.05503 -1.84489 -2.37036 0.003 0.025 0.066 0.5017
H 3.41149 0.49995 -1.57502 -0.004 -0.002 0.002 0.3654
H -0.63216 -0.07643 -3.44905 0.007 0.082 0.009 0.1279
H -0.06367 0.74068 3.56252 -0.019 0.015 0.007 0.5376
H 1.87454 3.31072 2.35110 0.019 -0.012 -0.057 0.4612
H -0.92214 0.24863 2.08772 0.005 0.015 0.002 -0.2281
C -6.81809 -0.20969 -1.16095 -0.016 -0.002 -0.001 -0.5544
C 0.02590 0.59138 2.48330 0.076 -0.018 -0.080 -0.5028
H -1.19137 -3.63057 3.53841 -0.002 0.001 0.011 0.4637
H 5.84076 -3.33670 0.26894 0.003 0.004 -0.001 0.4176
Re 0.59996 1.67502 -0.37089 -0.326 -0.009 0.230 0.8103
H 5.69209 0.35914 -0.70928 0.003 0.001 -0.008 0.4589
S -1.57491 1.11781 -1.08527 0.188 0.017 0.054 -0.4629
Ge 0.49801 -1.17602 -0.60700 0.037 0.045 -0.044 0.7607
C 4.32316 -2.82383 -1.15712 0.022 -0.020 -0.010 -0.9020
C 3.60015 0.76835 -0.54484 0.000 0.078 -0.046 -0.8431
C -0.41588 -3.91722 -3.57493 -0.011 -0.033 -0.018 -0.7580
N 2.76067 5.38210 -0.49906 0.045 -0.116 -0.001 -0.0067
C -4.22840 0.51854 -0.57137 -0.049 0.003 0.062 0.8189
H 1.81102 1.93791 3.44487 -0.031 0.031 0.017 0.7175
H -4.11761 -2.80280 0.53046 -0.002 0.001 -0.008 0.4809
H 1.23021 6.85615 -0.83933 -0.013 0.001 0.002 0.4274
C 4.14563 1.46153 2.08524 -0.022 -0.002 0.012 -0.9298
O -4.86333 2.17660 2.40748 -0.009 -0.036 -0.023 -0.6704
H -7.24102 0.05510 0.94292 -0.004 0.001 0.006 0.4824
C -6.49849 0.09925 0.15821 -0.006 0.000 0.002 -0.7763
C 2.74354 4.06102 -0.29296 -0.121 -0.096 0.020 -0.4191
H -0.35820 -4.99722 -3.60757 0.001 -0.007 0.001 0.4267
H 3.59299 5.94587 -0.55280 0.017 0.005 0.006 0.2485
H -3.79565 0.23819 -2.66223 0.014 -0.003 -0.007 0.4839
H 6.17928 0.94875 1.64699 0.011 0.003 0.003 0.4283
H 4.35195 1.73964 3.11250 -0.001 0.000 0.017 0.5229